Record 1
Computed, not measured: C27H49AlCl5CsLiN3O13PS as an isolated structure, with the ωB97M-V functional and the def2-TZVPD basis.

Cartesian coordinates (Å):
1 C -1.012 -4.462 0.116
2 C -1.665 -4.866 -1.331
3 C -2.456 -3.649 -2.036
4 C -1.524 -2.427 -1.985
5 C -1.986 -1.240 -2.888
6 C -1.839 0.096 -2.154
7 C -2.982 0.844 -1.968
8 N -2.995 2.022 -1.307
9 P -4.574 2.781 -1.137
10 O -4.988 2.647 0.249
11 O -4.536 4.317 -1.615
12 O -5.650 2.036 -2.061
13 C -1.854 2.548 -0.780
14 C -1.911 3.856 -0.006
15 C -0.932 4.976 -0.520
16 N -0.259 5.649 0.609
17 C -0.637 1.851 -0.927
18 C 0.672 2.356 -0.329
19 C 1.675 2.997 -1.359
20 C 2.978 2.197 -1.626
21 C 4.280 2.965 -1.317
22 N 4.544 4.049 -2.268
23 C 5.928 4.009 -2.793
24 C 4.378 5.370 -1.689
25 C 5.024 5.790 -0.353
26 O 3.748 6.185 -2.309
27 C -0.629 0.608 -1.629
28 S 0.873 -0.342 -1.826
29 H -1.689 -3.755 0.704
30 H -0.711 -5.361 0.706
31 H -0.121 -3.864 -0.106
32 H -0.809 -5.103 -1.971
33 H -2.330 -5.779 -1.188
34 H -3.447 -3.487 -1.525
35 H -2.585 -3.936 -3.083
36 H -1.354 -2.041 -0.973
37 H -0.551 -2.765 -2.365
38 H -1.423 -1.125 -3.820
39 H -3.063 -1.372 -3.057
40 H -3.915 0.461 -2.372
41 H -3.771 4.507 -2.182
42 H -5.664 2.376 -2.970
43 H -1.621 3.611 1.027
44 H -2.914 4.291 0.065
45 H -0.204 4.593 -1.239
46 H -1.521 5.743 -1.039
47 H -1.030 6.077 1.134
48 H 0.125 4.963 1.255
49 H 0.490 3.075 0.472
50 H 1.170 1.489 0.124
51 H 1.122 3.202 -2.287
52 H 1.944 3.981 -0.952
53 H 2.992 1.300 -0.994
54 H 3.005 1.914 -2.685
55 H 4.286 3.271 -0.259
56 H 5.098 2.233 -1.416
57 H 6.654 3.651 -2.042
58 H 6.260 5.016 -3.076
59 H 5.986 3.336 -3.656
60 H 5.662 4.957 -0.022
61 H 5.589 6.718 -0.437
62 H 4.233 5.852 0.414
63 H 1.092 -0.267 -3.160
64 C 3.538 3.748 2.992
65 Cl 3.043 2.053 3.091
66 Cl 5.272 3.839 2.697
67 Cl 2.655 4.540 1.671
68 Cl 3.150 4.567 4.510
69 C -3.285 -2.863 2.564
70 O -3.552 -2.337 3.640
71 O -2.589 -2.300 1.641
72 O -3.714 -4.010 2.195
73 C -0.098 -8.330 3.594
74 C 0.389 -6.905 3.795
75 C 0.709 -6.576 5.227
76 O 0.507 -5.151 5.249
77 C -0.408 -4.857 4.298
78 O -0.943 -3.812 4.164
79 O -0.641 -5.951 3.497
80 H -0.341 -8.504 2.544
81 H 0.659 -9.050 3.895
82 H -1.017 -8.520 4.163
83 H 1.240 -6.699 3.131
84 H 1.731 -6.828 5.500
85 H 0.023 -7.036 5.941
86 Al -1.901 6.326 3.023
87 C -2.654 1.390 -5.480
88 O -1.916 0.302 -5.668
89 H -2.141 2.365 -5.661
90 H -3.551 1.489 -6.136
91 H -3.090 1.536 -4.455
92 C 0.913 -9.206 0.071
93 O 0.749 -9.800 1.248
94 H 0.510 -9.729 -0.830
95 H 0.442 -8.197 -0.042
96 H 1.953 -8.995 -0.264
97 Cl -4.293 6.441 1.864
98 Li -3.349 -3.791 -0.045
99 O 1.610 6.290 6.990
100 H 2.178 5.771 6.411
101 H 1.103 5.633 7.478
102 Cs -1.408 -7.342 1.543

Maximum force: 6.48 eV/A
Charge: +1
Frontier orbital gap: 0.05319 Eh
E_HOMO: -9.185 eV
E_LUMO: -0.28437 Ha

Atom charges from the Mulliken analysis, given in e for atoms 1 to 2: C 0.17; C -0.58

***

Record 2
Computed, not measured: C27H49F2LaNO2Si2 as an isolated structure, with the ωB97M-V functional and the def2-TZVPD basis.

Cartesian coordinates (Å):
1 O 1.397 -0.042 -0.856
2 O 1.625 -3.834 0.642
3 C 1.425 -0.711 -2.181
4 C 2.039 0.170 -3.229
5 H 0.375 -0.951 -2.382
6 H 1.979 -1.644 -2.038
7 H 1.576 1.162 -3.249
8 H 1.906 -0.291 -4.208
9 H 3.109 0.296 -3.067
10 C 2.680 0.288 -0.223
11 C 3.733 -0.784 -0.442
12 H 2.464 0.421 0.855
13 H 3.012 1.256 -0.631
14 H 3.427 -1.758 -0.040
15 H 4.640 -0.487 0.099
16 H 3.984 -0.887 -1.505
17 C 1.681 -4.281 2.017
18 C 2.111 -4.796 -0.315
19 C 2.797 -3.623 2.794
20 H 1.793 -5.380 2.068
21 H 0.718 -4.016 2.476
22 H 3.774 -3.901 2.380
23 H 2.733 -3.970 3.830
24 H 2.698 -2.530 2.797
25 C 3.573 -5.119 -0.117
26 H 1.934 -4.356 -1.305
27 H 1.518 -5.726 -0.258
28 H 4.175 -4.210 -0.017
29 H 3.932 -5.681 -0.980
30 H 3.718 -5.734 0.776
31 H 0.266 -2.069 -0.100
32 La -0.288 1.149 0.371
33 C -0.721 -1.990 0.415
34 Si -1.741 -3.555 0.068
35 H -0.535 -1.897 1.496
36 H -1.332 -1.134 0.043
37 C -1.345 -4.172 -1.673
38 C -3.537 -3.061 0.293
39 C -1.452 -5.006 1.244
40 C -1.427 1.527 -1.683
41 Si -2.968 2.576 -1.558
42 H -1.635 0.510 -2.064
43 H -0.688 1.972 -2.384
44 C -4.443 1.499 -1.073
45 C -3.303 3.450 -3.184
46 C -2.866 3.905 -0.215
47 H -2.037 -5.875 0.916
48 H -1.742 -4.773 2.277
49 H -0.397 -5.304 1.255
50 H -1.641 -3.424 -2.422
51 H -1.861 -5.106 -1.930
52 H -0.265 -4.352 -1.800
53 H -3.723 -2.045 -0.082
54 H -3.802 -3.081 1.362
55 H -4.198 -3.761 -0.235
56 H -3.058 2.809 -4.042
57 H -2.694 4.361 -3.267
58 H -4.357 3.740 -3.276
59 H -1.920 4.457 -0.240
60 H -2.984 3.504 0.803
61 H -3.672 4.645 -0.350
62 H -5.374 2.067 -1.206
63 H -4.383 1.191 -0.020
64 H -4.514 0.592 -1.690
65 F -2.440 3.168 5.424
66 C -1.615 3.454 4.358
67 C -1.255 2.423 3.482
68 C -0.523 2.771 2.375
69 C -0.073 4.063 2.102
70 C -0.500 5.050 3.027
71 F -0.306 6.392 2.759
72 C -1.221 4.773 4.174
73 C 0.704 4.357 0.881
74 C 1.284 5.597 0.625
75 C 1.848 5.878 -0.614
76 C 1.880 4.874 -1.578
77 C 1.375 3.621 -1.263
78 N 0.832 3.342 -0.042
79 H -1.558 1.393 3.654
80 H -1.487 5.563 4.881
81 H 1.266 6.341 1.404
82 H 2.245 6.869 -0.821
83 H 2.289 5.041 -2.568
84 H 1.364 2.803 -1.999

Maximum force: 2.16 eV/A
Charge: +1
ΔE to the lowest compared entry with this formula, charge and spin: 0.000 eV
Frontier orbital gap: 0.28358 Eh
E_HOMO: -10.620 eV
E_LUMO: -0.10670 Ha

Atom charges from the Mulliken analysis, given in e for atoms 1 to 2: O 0.91; O -0.13

***

Record 3
Computed, not measured: C27H49N11OPb as an isolated structure, with the ωB97M-V functional and the def2-TZVPD basis.

Cartesian coordinates (Å):
1 Pb 0.163 -1.327 1.009
2 C 1.033 -2.398 4.039
3 N -0.123 -1.684 3.448
4 C -0.292 -0.394 4.156
5 C -1.372 -2.474 3.621
6 C -1.466 -3.632 2.655
7 N -1.549 -3.181 1.243
8 C -2.895 -2.649 0.940
9 C -1.272 -4.337 0.364
10 H 0.865 -2.565 5.106
11 H 1.934 -1.798 3.921
12 H 1.182 -3.363 3.558
13 H -0.578 -0.564 5.198
14 H -1.069 0.197 3.672
15 H 0.650 0.154 4.149
16 H -2.218 -1.796 3.498
17 H -1.421 -2.859 4.645
18 H -2.343 -4.237 2.906
19 H -0.597 -4.284 2.747
20 H -3.673 -3.358 1.238
21 H -2.985 -2.478 -0.133
22 H -3.072 -1.708 1.462
23 H -1.948 -5.167 0.587
24 H -0.249 -4.684 0.503
25 H -1.419 -4.052 -0.678
26 C 3.304 0.728 0.440
27 C 3.626 -0.386 1.411
28 O 2.863 -1.553 1.050
29 C 3.502 -2.805 1.392
30 C 2.922 -3.901 0.532
31 H 3.789 1.651 0.757
32 H 2.224 0.909 0.378
33 H 3.668 0.483 -0.558
34 H 3.396 -0.098 2.443
35 H 4.689 -0.626 1.372
36 H 3.356 -3.016 2.454
37 H 4.575 -2.711 1.224
38 H 1.827 -3.918 0.594
39 H 3.287 -4.873 0.865
40 H 3.210 -3.776 -0.511
41 C -0.920 -2.011 -3.153
42 N -0.699 -2.070 -4.597
43 C 0.233 -3.126 -4.996
44 N 1.439 -2.657 -4.311
45 C 1.318 -2.639 -2.850
46 N 0.323 -1.621 -2.454
47 C 0.770 -0.315 -3.012
48 N 0.948 -0.347 -4.458
49 C -0.298 -0.747 -5.110
50 C 1.937 -1.363 -4.820
51 H -1.256 -2.988 -2.804
52 H -1.693 -1.270 -2.954
53 H 0.374 -3.144 -6.074
54 H -0.080 -4.105 -4.642
55 H 2.287 -2.383 -2.422
56 H 1.015 -3.625 -2.500
57 H 1.717 -0.047 -2.544
58 H 0.024 0.439 -2.761
59 H -0.161 -0.803 -6.188
60 H -1.085 -0.028 -4.889
61 H 2.900 -1.143 -4.362
62 H 2.055 -1.418 -5.900
63 C 0.189 2.533 2.386
64 C -0.928 2.156 1.472
65 N -1.139 0.959 0.939
66 C -2.317 1.055 0.211
67 C -2.834 2.295 0.338
68 N -1.956 2.989 1.150
69 C -2.227 4.320 1.674
70 N -2.360 5.386 0.688
71 N -3.650 5.929 0.586
72 N -3.629 6.912 -0.201
73 C -2.322 7.077 -0.641
74 C -1.790 8.046 -1.448
75 C -0.381 7.950 -1.757
76 C 0.417 6.944 -1.223
77 C -0.125 5.971 -0.394
78 C -1.515 6.078 -0.079
79 H 0.986 1.795 2.324
80 H -0.150 2.584 3.422
81 H 0.618 3.503 2.135
82 H -2.742 0.210 -0.307
83 H -3.751 2.729 -0.028
84 H -1.484 4.593 2.419
85 H -3.204 4.293 2.154
86 H -2.387 8.884 -1.790
87 H 0.058 8.687 -2.418
88 H 1.469 6.911 -1.469
89 H 0.482 5.150 -0.038

Maximum force: 0.78 eV/A
Charge: +4
ΔE to the lowest compared entry with this formula, charge and spin: 0.924 eV
Frontier orbital gap (alpha / beta): 0.23777 / 0.22040 Eh
E_HOMO (alpha / beta): -19.254 / -19.400 eV
E_LUMO (alpha / beta): -0.46981 / -0.49254 Ha

Atom charges from the Mulliken analysis, given in e for atoms 1 to 2: Pb 1.60; C -1.14

***

Record 4
Computed, not measured: C27H50BBr5N2O7P as an isolated structure, with the ωB97M-V functional and the def2-TZVPD basis.

Cartesian coordinates (Å):
1 C -0.797 0.771 4.497
2 C -1.560 0.995 3.174
3 C -0.824 1.755 2.052
4 C 0.071 2.839 2.687
5 C 0.026 0.904 1.069
6 C -0.048 -0.638 0.981
7 B -0.021 -1.463 2.349
8 O 1.102 -1.365 3.134
9 O -1.010 -2.307 2.770
10 C -0.962 -1.042 -0.236
11 C -0.096 -2.004 -1.113
12 C 0.386 -3.289 -0.406
13 C 1.865 -3.323 -0.006
14 C 2.860 -3.228 -1.169
15 C 4.217 -2.696 -0.708
16 C 4.193 -1.215 -0.318
17 O 4.711 -1.064 1.017
18 C 5.341 0.133 1.263
19 C 4.405 1.276 1.543
20 O 6.510 0.211 1.280
21 C -2.273 -1.829 0.032
22 C -3.367 -1.342 1.003
23 C -4.775 -1.351 0.395
24 C -5.791 -0.611 1.255
25 O -6.128 0.638 0.612
26 C -6.346 1.683 1.452
27 C -5.694 2.948 0.977
28 O -6.979 1.578 2.446
29 C -1.142 0.317 -1.063
30 Br -2.832 1.266 -0.721
31 C -0.898 0.238 -2.579
32 Br 0.898 0.621 -3.086
33 C -1.764 -0.132 -3.524
34 C -3.225 -0.468 -3.360
35 Br -1.221 -0.245 -5.317
36 N -0.114 1.241 -0.433
37 P -0.148 3.139 -0.689
38 N 1.535 3.308 -0.896
39 O -0.702 3.165 -2.216
40 H 0.283 0.703 4.371
41 H -1.111 -0.179 4.938
42 H -1.031 1.549 5.223
43 H -2.441 1.601 3.415
44 H -1.952 0.042 2.832
45 H -1.572 2.321 1.495
46 H 0.378 3.580 1.942
47 H 0.967 2.414 3.145
48 H -0.490 3.381 3.452
49 H 1.073 1.169 1.267
50 H 0.955 -0.889 0.597
51 H 1.871 -0.971 2.706
52 H -0.670 -3.137 3.132
53 H -0.679 -2.282 -1.993
54 H 0.801 -1.478 -1.453
55 H 0.233 -4.132 -1.090
56 H -0.211 -3.517 0.479
57 H 2.096 -2.584 0.774
58 H 2.028 -4.294 0.475
59 H 3.018 -4.238 -1.560
60 H 2.486 -2.602 -1.988
61 H 4.975 -2.838 -1.482
62 H 4.550 -3.262 0.167
63 H 3.161 -0.826 -0.333
64 H 4.791 -0.614 -1.009
65 H 3.582 1.278 0.823
66 H 4.949 2.217 1.459
67 H 3.995 1.185 2.553
68 H -2.741 -2.025 -0.934
69 H -1.960 -2.804 0.399
70 H -3.161 -0.354 1.400
71 H -3.374 -2.018 1.862
72 H -5.098 -2.388 0.269
73 H -4.756 -0.884 -0.593
74 H -5.396 -0.394 2.253
75 H -6.704 -1.197 1.387
76 H -5.897 3.125 -0.081
77 H -6.062 3.783 1.573
78 H -4.611 2.866 1.114
79 H -3.584 -0.994 -4.244
80 H -3.812 0.449 -3.271
81 H -3.417 -1.095 -2.496
82 H 0.784 0.927 -0.812
83 H 1.784 3.614 -1.834
84 H 2.130 2.509 -0.704
85 H -0.527 4.008 -2.665
86 Br 4.529 1.705 -2.284
87 C 4.407 1.095 -4.136
88 C 5.757 1.098 -4.805
89 Br 6.341 2.898 -5.225
90 H 3.707 1.759 -4.634
91 H 3.999 0.087 -4.094
92 H 5.701 0.565 -5.751
93 H 6.525 0.654 -4.179

Maximum force: 1.71 eV/A
Charge: +1
ΔE to the lowest compared entry with this formula, charge and spin: 0.000 eV
Frontier orbital gap: 0.34835 Eh
E_HOMO: -12.319 eV
E_LUMO: -0.10438 Ha

Atom charges from the Mulliken analysis, given in e for atoms 1 to 2: C -1.69; C -0.57

***

Record 5
Computed, not measured: a 18-piece molecular cluster, C27H50Cl34N2O3 overall, with the ωB97M-V functional and the def2-TZVPD basis.

Cartesian coordinates (Å):
1 C 1.222 -1.048 0.992
2 O 0.601 0.225 1.152
3 C 0.376 0.723 -0.172
4 C -0.641 1.917 -0.277
5 C -1.364 2.330 1.036
6 C -2.688 1.562 1.356
7 C -2.753 0.082 0.907
8 C -3.191 -0.269 -0.557
9 C -4.265 -1.381 -0.350
10 O -5.569 -1.191 -0.973
11 C -5.978 0.042 -0.770
12 N -6.269 1.069 -0.534
13 C -4.450 -1.584 1.211
14 O -4.913 -2.494 1.778
15 N -3.902 -0.435 1.710
16 H 1.497 -1.545 1.947
17 H 0.625 -1.777 0.394
18 H 2.164 -0.869 0.414
19 H 1.376 1.017 -0.563
20 H 0.008 -0.102 -0.822
21 H -0.030 2.796 -0.574
22 H -1.343 1.764 -1.123
23 H -0.711 2.315 1.926
24 H -1.663 3.395 0.909
25 H -2.797 1.570 2.461
26 H -3.596 2.048 0.951
27 H -1.910 -0.591 1.139
28 H -3.431 0.531 -1.272
29 H -2.328 -0.855 -0.944
30 H -4.009 -2.408 -0.671
31 H -3.820 -0.336 2.707
32 C -0.004 -2.520 4.802
33 Cl -1.301 -2.492 3.607
34 Cl 1.439 -1.690 4.218
35 H -0.347 -2.040 5.712
36 H 0.253 -3.555 5.004
37 C -2.475 -5.974 2.971
38 Cl -2.006 -7.605 3.483
39 Cl -1.286 -5.284 1.862
40 H -3.432 -6.024 2.471
41 H -2.549 -5.338 3.847
42 C 0.773 5.412 -1.716
43 Cl -0.618 5.662 -0.654
44 Cl 0.575 3.959 -2.708
45 H 0.875 6.272 -2.369
46 H 1.664 5.298 -1.109
47 C 4.413 3.066 -0.890
48 Cl 3.406 2.199 0.270
49 Cl 4.059 4.800 -0.875
50 H 5.455 2.919 -0.631
51 H 4.221 2.677 -1.881
52 C 6.997 1.052 -3.403
53 Cl 6.032 2.514 -3.663
54 Cl 6.249 -0.026 -2.212
55 H 7.089 0.522 -4.345
56 H 7.978 1.342 -3.045
57 C 2.910 3.553 3.955
58 Cl 2.326 1.902 3.721
59 Cl 1.658 4.587 4.658
60 H 3.765 3.533 4.622
61 H 3.201 3.960 2.994
62 C -5.233 -9.639 4.230
63 Cl -4.804 -11.203 4.934
64 Cl -6.443 -9.821 2.953
65 H -5.638 -9.002 5.009
66 H -4.340 -9.187 3.810
67 C -3.597 -11.593 0.868
68 Cl -2.604 -10.150 1.111
69 Cl -2.625 -13.067 0.952
70 H -4.358 -11.629 1.640
71 H -4.064 -11.536 -0.110
72 C 6.615 5.410 1.950
73 Cl 6.544 6.036 3.601
74 Cl 5.589 3.984 1.758
75 H 6.276 6.181 1.265
76 H 7.641 5.135 1.720
77 C -5.730 3.695 -3.119
78 Cl -4.358 3.643 -2.009
79 Cl -5.206 4.017 -4.778
80 H -6.240 2.739 -3.090
81 H -6.405 4.483 -2.805
82 C 10.377 4.497 0.582
83 Cl 9.372 5.933 0.333
84 Cl 9.665 3.407 1.779
85 H 10.472 3.969 -0.361
86 H 11.355 4.811 0.931
87 C 2.510 1.458 -4.484
88 Cl 2.513 0.496 -3.002
89 Cl 3.829 0.990 -5.564
90 H 1.566 1.309 -4.998
91 H 2.626 2.505 -4.222
92 C 10.504 -1.233 -3.671
93 Cl 9.460 -2.081 -2.528
94 Cl 10.192 0.510 -3.658
95 H 11.539 -1.405 -3.397
96 H 10.317 -1.614 -4.669
97 C -6.216 -3.632 -3.329
98 Cl -6.142 -5.324 -2.823
99 Cl -4.888 -3.233 -4.428
100 H -7.158 -3.457 -3.837
101 H -6.148 -2.998 -2.449
102 C -8.460 3.291 -6.299
103 Cl -8.492 3.923 -4.649
104 Cl -9.689 2.044 -6.537
105 H -8.648 4.106 -6.990
106 H -7.482 2.863 -6.490
107 C 5.990 -0.255 1.658
108 Cl 4.595 0.001 2.715
109 Cl 5.780 -1.693 0.653
110 H 6.109 0.608 1.010
111 H 6.875 -0.380 2.275
112 C -6.334 2.484 2.858
113 Cl -5.620 0.889 3.145
114 Cl -5.139 3.773 3.046
115 H -6.726 2.512 1.846
116 H -7.137 2.645 3.571

Maximum force: 9.50 eV/A
Charge: 0
Frontier orbital gap: 0.33923 Eh
E_HOMO: -9.281 eV
E_LUMO: -0.00183 Ha

Atom charges from the Mulliken analysis, given in e for atoms 1 to 2: C -0.41; O 0.03